A 12-piece molecular cluster, C24H72O24 overall at a distorted geometry. Source: OMol25; level of theory: ωB97M-V with the def2-TZVPD basis set.

Electronic energy ... -75189.0894 eV
SMILES ... OCCO.OCCO.OCCO.OCCO.OCCO.OCCO.OCCO.OCCO.OCCO.OCCO.OCCO.OCCO

ORCA input file:
```
! RIJCOSX wB97M-V def2-TZVPD def2/J DEFGRID3
* xyz 0 1
C 0.634 -4.087 3.125
C 1.648 -2.916 3.353
O 1.892 -2.254 2.145
O -0.612 -3.586 2.629
H 0.507 -4.682 3.991
H 1.031 -4.812 2.479
H 2.636 -3.136 3.784
H 1.188 -2.169 4.123
H 0.960 -2.084 1.784
H -1.260 -3.261 3.267
C -3.167 -2.049 1.969
C -3.533 -0.636 1.927
O -4.826 -0.359 2.397
O -2.955 -2.598 3.275
H -2.204 -2.264 1.440
H -3.977 -2.615 1.461
H -3.463 -0.292 0.830
H -2.717 -0.183 2.464
H -4.832 0.563 2.527
H -3.732 -2.530 3.840
C 0.389 -0.088 -1.690
C 0.838 -1.512 -1.430
O 0.137 -1.955 -0.233
O -0.989 0.016 -1.838
H 0.847 0.308 -2.607
H 0.809 0.497 -0.753
H 1.939 -1.599 -1.413
H 0.540 -2.215 -2.181
H -0.353 -2.839 -0.370
H -1.456 -0.738 -1.465
C -3.776 3.201 2.737
C -2.442 3.066 2.009
O -2.382 3.825 0.791
O -4.890 2.486 2.221
H -4.057 4.222 2.821
H -3.605 2.840 3.728
H -2.359 1.986 1.776
H -1.559 3.337 2.654
H -2.911 3.420 0.085
H -4.769 2.652 1.261
C 5.333 -3.817 -0.335
C 4.038 -3.824 -1.221
O 2.795 -4.000 -0.573
O 6.378 -3.176 -1.053
H 5.723 -4.848 -0.161
H 5.146 -3.433 0.708
H 4.226 -4.612 -1.930
H 4.017 -2.836 -1.758
H 2.725 -3.746 0.340
H 6.082 -2.288 -1.220
C 1.021 1.236 1.947
C 1.339 1.877 3.339
O 0.315 2.808 3.680
O 2.176 0.827 1.273
H 0.587 2.052 1.289
H 0.238 0.418 2.064
H 2.263 2.427 3.357
H 1.377 1.166 4.121
H 0.548 3.173 4.508
H 2.545 0.003 1.601
C 4.004 0.736 -1.268
C 4.594 2.083 -1.683
O 4.723 2.937 -0.577
O 4.903 -0.130 -0.511
H 3.740 0.085 -2.132
H 3.063 0.642 -0.776
H 3.935 2.529 -2.416
H 5.508 1.971 -2.198
H 3.889 3.385 -0.336
H 5.265 0.244 0.260
C 3.063 5.367 1.336
C 3.481 6.415 0.359
O 2.252 6.957 -0.163
O 2.630 4.102 0.712
H 2.295 5.684 2.064
H 3.851 5.029 1.995
H 4.183 5.948 -0.321
H 3.944 7.153 0.933
H 2.485 7.534 -0.961
H 1.664 4.192 0.502
C -0.201 -5.763 -1.774
C -0.932 -5.892 -0.474
O -1.465 -4.556 -0.204
O -1.138 -5.454 -2.803
H 0.292 -6.730 -2.038
H 0.643 -5.009 -1.784
H -0.275 -6.086 0.362
H -1.707 -6.646 -0.587
H -1.754 -4.383 0.727
H -1.651 -6.241 -2.997
C 0.010 3.564 -1.290
C 1.279 3.797 -2.078
O 1.389 5.194 -2.414
O 0.155 4.068 0.002
H -0.137 2.460 -1.205
H -0.781 4.087 -1.813
H 1.228 3.271 -3.058
H 2.097 3.387 -1.470
H 1.712 5.612 -1.513
H -0.732 4.045 0.408
C -3.467 -3.110 -3.156
C -2.542 -2.554 -4.221
O -1.305 -3.202 -4.071
O -2.982 -2.732 -1.909
H -3.469 -4.212 -3.175
H -4.457 -2.719 -3.379
H -2.357 -1.474 -3.852
H -2.975 -2.487 -5.254
H -1.375 -4.094 -3.692
H -3.154 -3.413 -1.228
C -4.282 1.235 -1.380
C -5.153 2.432 -1.746
O -5.353 3.134 -0.439
O -3.031 1.593 -0.839
H -4.094 0.644 -2.289
H -4.763 0.626 -0.609
H -6.133 2.090 -2.099
H -4.590 3.029 -2.505
H -5.732 4.044 -0.481
H -2.328 1.221 -1.377
*
```

C33H33AlAsBr4NO3P as an isolated structure at a distorted geometry. Source: OMol25; level of theory: ωB97M-V with the def2-TZVPD basis set.

Electronic energy ... -399283.0120 eV

ORCA input file:
```
! RIJCOSX wB97M-V def2-TZVPD def2/J DEFGRID3
* xyz 1 1
Al -0.142 -0.108 0.029
C -3.842 -0.187 2.736
C -2.495 -0.667 2.203
C -2.244 -2.129 2.561
C -1.379 0.278 2.671
C -1.024 0.175 4.162
O 0.394 0.062 4.169
C 0.831 -0.026 2.925
N -0.087 0.047 2.006
C 2.285 -0.146 2.826
C 2.988 -0.204 4.042
C 4.363 -0.301 4.071
C 5.079 -0.363 2.885
C 4.405 -0.297 1.679
C 3.020 -0.182 1.632
P 2.248 -0.014 -0.006
C 2.945 -1.381 -0.961
C 3.192 -2.603 -0.340
C 3.611 -3.686 -1.091
C 3.779 -3.559 -2.461
C 3.516 -2.349 -3.084
C 3.086 -1.262 -2.342
C 3.002 1.530 -0.592
C 4.198 1.593 -1.302
C 4.687 2.822 -1.711
C 4.012 3.988 -1.394
C 2.831 3.930 -0.667
C 2.322 2.704 -0.276
H -4.645 -0.766 2.289
H -4.014 0.860 2.491
H -3.906 -0.303 3.814
H -2.514 -0.578 1.106
H -2.339 -2.313 3.628
H -1.255 -2.439 2.234
H -2.974 -2.756 2.056
H -1.677 1.307 2.416
H -1.442 -0.719 4.631
H -1.302 1.053 4.746
H 2.439 -0.169 4.969
H 4.875 -0.332 5.020
H 6.154 -0.454 2.902
H 4.962 -0.335 0.754
H 3.054 -2.707 0.728
H 3.806 -4.631 -0.608
H 4.110 -4.406 -3.044
H 3.645 -2.251 -4.150
H 2.855 -0.328 -2.832
H 4.739 0.692 -1.547
H 5.601 2.870 -2.283
H 4.400 4.944 -1.712
H 2.313 4.840 -0.406
H 1.387 2.641 0.277
Br -3.218 -4.660 -3.784
C -2.120 -3.241 -3.199
C -1.592 -2.342 -4.121
Br -1.929 -2.568 -5.961
C -0.828 -1.258 -3.683
Br -0.117 0.017 -4.883
C -0.608 -1.070 -2.334
O 0.019 -0.036 -1.776
C -1.112 -2.000 -1.405
O -0.860 -1.679 -0.127
C -1.867 -3.071 -1.834
Br -2.587 -4.256 -0.550
C -2.326 3.437 0.644
As -1.505 2.019 -0.448
C -3.121 1.360 -1.313
C -0.752 3.146 -1.852
H -2.866 4.094 -0.036
H -1.567 4.015 1.170
H -3.028 3.026 1.367
H -3.578 2.159 -1.897
H -3.839 1.016 -0.568
H -2.890 0.529 -1.979
H -1.557 3.580 -2.448
H -0.100 2.573 -2.509
H -0.173 3.957 -1.411
*
```

ΔE to the lowest compared entry with this formula, charge and spin? In order: 215.5; 42.4 kJ/mol.
HOMO energy? In order: -9.39; -9.99 eV.